C9H12Cl4F9N2O2P | wB97M-V/def2-TZVPD

Computed properties:
E ... -100428.25366 eV
Gap between HOMO and LUMO ... 8.69 eV
SMILES string ... NP(CCF)(CCC(F)(F)F)(CON=O)C(F)(F)C(F)(F)F.ClC(Cl)(Cl)Cl

Cartesian coordinates (Å):
N: 0.61 -1.33 0.29
P: -0.56 -0.07 0.74
C: -0.15 0.79 -0.90
C: -1.27 0.69 -2.09
F: -1.37 1.95 -2.92
C: 0.48 0.27 2.29
C: 2.09 0.10 2.18
C: 2.87 0.94 1.02
F: 3.17 0.16 -0.23
F: 2.28 2.24 0.65
F: 4.23 1.27 1.59
C: -1.86 -1.53 0.86
O: -2.47 -1.82 -0.48
N: -2.87 -3.13 -0.45
O: -4.10 -3.16 -0.28
C: -1.96 1.12 1.22
F: -2.22 0.95 2.70
F: -3.30 0.83 0.58
C: -1.72 2.71 0.99
F: -2.12 3.22 -0.37
F: -0.39 3.25 1.28
F: -2.67 3.42 1.93
H: 0.77 -2.05 1.03
H: 0.30 -1.75 -0.62
H: 0.82 0.24 -1.35
H: 0.20 1.92 -0.82
H: -0.93 -0.16 -2.85
H: -2.36 0.44 -1.75
H: 0.30 1.34 2.80
H: 0.12 -0.50 3.13
H: 2.54 0.49 3.22
H: 2.47 -1.03 2.12
H: -2.66 -1.36 1.70
H: -1.33 -2.56 1.15
Cl: 3.90 -2.18 -2.61
C: 2.60 -1.58 -3.67
Cl: 2.79 0.18 -3.91
Cl: 2.70 -2.40 -5.25
Cl: 1.02 -1.91 -2.92